1.
DFT (the ωB97M-V functional and the def2-TZVPD basis) results for C7H15N5S as an isolated structure at a distorted geometry.

Molecular weight: 201.30 g/mol
Charge: +2
E_LUMO (alpha / beta): -8.51 / -8.51 eV
Gap between HOMO and LUMO (alpha / beta): 0.2854 / 0.2854 Eh
Total energy: -25764.0349 eV
Spin multiplicity: 1
Energy relative to the best compared isomer or geometry (same formula, charge and spin): 680.94 kJ/mol
Strongest force on any atom: 8.07 eV/A
Highest occupied orbital energy (alpha / beta): -0.598 / -0.598 Eh

Structure (XYZ):
```
28
Properties=species:S:1:pos:R:3:forces:R:3:nbo_charge:R:1
C -1.52614 -0.19635 0.44896 7.5 1.7 -2.5 0.018
C 2.49919 1.86457 0.19403 0.6 -0.5 -2.0 -0.429
C 2.91115 0.49667 0.94539 1.9 1.3 -0.4 -0.445
C 1.10077 2.21868 0.64807 1.5 -2.7 -0.3 -0.207
C 1.71547 0.11909 1.85716 0.7 2.5 -4.3 -0.188
C -0.13731 0.30290 0.22589 -5.9 -2.5 -0.8 -0.128
C -3.52781 -1.44048 -0.32271 -3.8 3.1 -0.5 -0.477
N -0.64511 -2.00417 -3.26618 -1.9 1.0 2.3 -0.496
N -0.41976 -1.29905 -2.08237 -0.9 -0.7 -0.6 0.032
N -1.61614 -1.46750 -1.55073 1.0 -0.8 -2.1 -0.072
N -2.23283 -0.87940 -0.48331 0.7 -0.2 -1.5 -0.193
N 0.57214 0.98037 1.31487 -1.6 -0.9 -1.5 -0.367
S -2.24362 -2.50152 -2.81959 0.6 0.8 0.7 0.823
H -1.94587 -0.25375 1.37099 -1.3 0.3 2.7 0.231
H 3.10415 2.79423 0.40097 -0.1 -1.4 -0.4 0.272
H 2.50517 1.60808 -0.98723 0.1 1.0 2.8 0.233
H 3.13686 -0.17418 0.06634 -0.3 0.1 1.6 0.248
H 3.90026 0.64402 1.58763 -2.2 -0.5 -1.4 0.279
H 1.08715 2.97209 1.30102 0.1 2.9 2.9 0.229
H 0.42546 2.44631 -0.09012 -1.4 0.7 -1.9 0.226
H 1.40590 -0.84074 1.82090 -0.9 -3.1 -0.2 0.227
H 1.89153 0.39988 2.79101 0.7 1.3 4.1 0.228
H 0.17304 0.35586 -0.85051 0.4 0.1 1.7 0.266
H -3.51250 -2.39151 0.00444 0.4 -3.8 0.4 0.232
H -4.18023 -1.25672 -1.23694 1.0 -0.5 0.8 0.254
H -4.21182 -1.01861 0.47311 1.4 0.5 -0.6 0.296
H -0.00185 -2.65971 -3.68604 0.7 0.0 0.2 0.460
H -0.22724 1.18097 1.92497 0.9 0.2 0.8 0.450
```
Forces are in eV/Å.

=====

2.
DFT (the ωB97M-V functional and the def2-TZVPD basis) results for one molecule with the formula C7H15NO at a distorted geometry.

Molecular weight: 129.20 g/mol
Charge: 0
E_LUMO: 0.72 eV
Gap between HOMO and LUMO: 0.3721 Eh
Total energy: -11038.6894 eV
Spin multiplicity: 1
Energy relative to the best compared isomer or geometry (same formula, charge and spin): 191.54 kJ/mol
Strongest force on any atom: 4.35 eV/A
Highest occupied orbital energy: -0.346 Eh

Structure (XYZ):
```
24
Properties=species:S:1:pos:R:3:forces:R:3:nbo_charge:R:1
H -0.59364 0.68692 2.60325 -0.5 0.5 -0.7 0.337
N 0.21830 1.17612 2.22643 1.4 -0.8 -1.6 -0.652
C 0.63005 0.70936 1.07315 -1.4 -1.2 3.9 0.336
C 2.12129 0.90996 0.84153 -0.5 0.5 -0.6 -0.681
C -0.23830 -0.30529 0.24200 0.3 0.2 0.3 -0.159
C 0.30300 -1.73144 0.40781 0.1 -0.1 0.0 -0.602
C -1.71270 -0.29179 0.69858 0.1 0.3 0.0 -0.615
C -0.05097 0.24779 -1.20169 1.0 2.7 0.8 0.137
C -1.28268 0.62748 -1.99409 -0.3 -0.3 -0.1 -0.629
O 0.78197 -0.51894 -2.04261 0.2 0.0 0.1 -0.715
H 2.47562 0.47667 -0.09064 0.1 0.0 -0.1 0.193
H 2.68499 0.47246 1.67072 -0.3 0.1 -0.1 0.242
H 2.31617 1.98567 0.81339 0.2 -0.2 0.0 0.246
H -0.22411 -2.42764 -0.25393 0.0 0.1 0.1 0.224
H 0.17917 -2.06917 1.44245 -0.1 0.1 -0.1 0.216
H 1.36994 -1.81994 0.17728 -0.1 0.1 0.0 0.200
H -2.12926 0.71985 0.72438 0.1 -0.1 -0.1 0.220
H -2.34054 -0.88554 0.02661 0.2 0.0 0.1 0.223
H -1.82455 -0.68357 1.71467 0.1 -0.2 -0.2 0.209
H 0.46055 1.28446 -0.86445 -0.7 -1.7 -1.9 0.149
H -0.99831 1.00019 -2.98398 0.1 0.1 0.3 0.230
H -1.84822 1.39917 -1.45448 0.1 -0.3 -0.3 0.217
H -1.91897 -0.24635 -2.17545 0.0 0.1 0.1 0.207
H 1.62123 -0.71645 -1.60092 -0.4 0.1 -0.1 0.469
```
Forces are in eV/Å.

=====

3.
DFT (the ωB97M-V functional and the def2-TZVPD basis) results for one molecule with the formula C7H15NO at a distorted geometry.

Molecular weight: 129.20 g/mol
Charge: 0
E_LUMO: 0.90 eV
Gap between HOMO and LUMO: 0.3311 Eh
Total energy: -11038.9574 eV
Spin multiplicity: 1
Energy relative to the best compared isomer or geometry (same formula, charge and spin): 165.68 kJ/mol
Strongest force on any atom: 3.62 eV/A
Highest occupied orbital energy: -0.298 Eh

Structure (XYZ):
```
24
Properties=species:S:1:pos:R:3:forces:R:3:nbo_charge:R:1
C -0.68851 2.61822 1.62530 -0.1 -0.2 0.0 -0.544
C -0.05117 1.43942 1.63369 -2.0 -0.8 -1.7 0.221
N 1.05810 1.20002 2.41520 0.6 -0.5 0.2 -0.829
C -0.65133 0.18697 0.73027 1.3 2.6 2.2 -0.428
C 0.28210 -0.14540 -0.39519 -1.3 -1.9 -2.0 -0.217
C 0.55471 1.01144 -1.35126 0.3 -0.1 0.0 -0.616
C -0.48696 -1.42068 -1.19218 1.3 0.6 0.6 0.126
C -0.10014 -2.74951 -0.56166 0.1 -0.1 0.0 -0.640
O -0.13538 -1.41209 -2.56195 0.6 0.4 -0.7 -0.743
H -0.38804 3.43956 2.27103 0.2 0.0 -0.2 0.189
H -1.55315 2.79456 0.99397 0.0 -0.2 0.2 0.203
H 1.47281 2.03108 2.83165 -0.1 -0.3 -0.3 0.380
H 1.75291 0.59294 1.99302 -0.2 0.1 0.2 0.374
H -0.76920 -0.63873 1.43584 -0.1 -0.1 -0.1 0.215
H -1.63458 0.48820 0.35459 0.2 0.1 0.1 0.217
H 1.24303 -0.51042 -0.01851 -0.1 -0.2 0.0 0.188
H 1.20798 0.69390 -2.17090 -0.3 -0.1 0.1 0.226
H -0.37487 1.41169 -1.76510 0.1 0.0 0.0 0.209
H 1.09580 1.81954 -0.85076 -0.3 0.0 0.2 0.213
H -1.57530 -1.30333 -1.16357 0.0 0.4 0.5 0.153
H -0.40971 -2.80726 0.48421 0.0 0.0 -0.1 0.215
H 0.98408 -2.90111 -0.61427 -0.1 0.1 0.0 0.210
H -0.56274 -3.58450 -1.10154 -0.1 0.1 0.1 0.203
H -0.27042 -2.25452 -3.02189 -0.1 0.2 0.6 0.474
```
Forces are in eV/Å.

=====

4.
DFT (the ωB97M-V functional and the def2-TZVPD basis) results for a 2-piece molecular cluster, C7H15NO overall at a distorted geometry.

Molecular weight: 129.20 g/mol
Charge: 0
E_LUMO: 0.38 eV
Gap between HOMO and LUMO: 0.3579 Eh
Total energy: -11037.8445 eV
Spin multiplicity: 1
Energy relative to the best compared isomer or geometry (same formula, charge and spin): 273.06 kJ/mol
Strongest force on any atom: 4.34 eV/A
Highest occupied orbital energy: -0.344 Eh

Structure (XYZ):
```
24
Properties=species:S:1:pos:R:3:forces:R:3:nbo_charge:R:1
C 0.11257 -1.92999 -1.26743 0.4 -0.2 0.3 -0.283
C 0.44500 -0.71276 -0.83918 -2.7 2.4 -1.5 -0.358
C -0.79221 0.45354 -0.42378 2.0 -2.6 -0.1 0.036
C -0.09039 1.73480 -0.06902 0.7 0.2 0.6 -0.660
C -1.55493 -0.12699 0.75176 -0.1 0.3 0.0 -0.631
C -1.64855 0.59020 -1.67199 0.0 0.1 0.2 -0.614
H 0.71522 -2.47621 -1.98610 0.2 -0.1 0.3 0.203
H -0.74491 -2.46413 -0.88514 -0.4 0.1 -0.1 0.189
H 1.29673 -0.20331 -1.27401 0.3 -0.1 0.0 0.231
H 0.83097 1.55449 0.51486 -0.5 0.1 -0.3 0.264
H -0.73031 2.35960 0.55586 -0.2 0.2 -0.2 0.209
H 0.21247 2.29226 -0.95530 -0.1 0.1 0.0 0.210
H -2.03115 -1.07060 0.49217 -0.1 -0.1 0.0 0.201
H -0.87733 -0.28285 1.59381 -0.2 0.0 0.0 0.222
H -2.33574 0.57596 1.05214 -0.1 -0.1 0.1 0.211
H -2.40409 1.36143 -1.49953 0.0 0.0 0.0 0.212
H -2.15484 -0.34120 -1.91360 -0.1 -0.1 0.0 0.207
H -1.04216 0.89046 -2.52585 0.0 0.0 0.0 0.214
N 1.64444 -0.87371 1.69695 -1.2 0.5 -2.8 -0.854
C 2.56449 0.08294 1.84026 0.6 0.4 -0.3 0.515
O 2.74970 0.99682 1.04395 0.1 -0.4 0.3 -0.651
H 1.07673 -0.85761 0.58249 1.5 -0.6 4.0 0.426
H 1.53919 -1.52555 2.45953 -0.2 -0.2 -0.4 0.394
H 3.21911 -0.02757 2.72716 -0.2 0.1 0.1 0.105
```
Forces are in eV/Å.

=====

5.
DFT (the ωB97M-V functional and the def2-TZVPD basis) results for a 2-piece molecular cluster, C7H15NO overall.

Molecular weight: 129.20 g/mol
Charge: 0
E_LUMO (alpha / beta): -0.52 / -0.51 eV
Gap between HOMO and LUMO (alpha / beta): 0.2576 / 0.2584 Eh
Total energy: -11035.3406 eV
Spin multiplicity: 1
Energy relative to the best compared isomer or geometry (same formula, charge and spin): 514.65 kJ/mol
Strongest force on any atom: 0.65 eV/A
Highest occupied orbital energy (alpha / beta): -0.277 / -0.277 Eh

Structure (XYZ):
```
24
Properties=species:S:1:pos:R:3:forces:R:3:nbo_charge:R:1
C -1.59582 0.17079 -1.02586 0.3 -0.2 0.1 0.381
C -0.46444 0.52256 -0.23349 0.1 0.0 -0.1 -0.184
C -2.31771 -1.10261 -0.77406 0.0 0.0 0.0 -0.687
C -2.06164 1.02692 -2.14788 0.0 0.0 0.0 -0.699
O 0.34653 -0.58204 -0.37286 -0.4 0.2 -0.2 -0.669
H -0.66104 0.65678 0.91895 0.0 -0.1 0.0 0.224
H -0.01198 1.48432 -0.52319 0.0 0.0 0.0 0.174
H -3.38147 -0.88860 -0.60750 0.1 0.0 0.0 0.227
H -1.89876 -1.63657 0.07472 0.0 0.1 0.0 0.249
H -2.27172 -1.76129 -1.64801 0.0 0.1 0.0 0.244
H -3.14301 0.96053 -2.29192 0.1 0.0 0.0 0.230
H -1.76448 2.06873 -2.01459 0.0 -0.1 0.0 0.235
H -1.59922 0.67643 -3.08017 0.0 0.0 0.1 0.260
C 2.60853 -0.55196 0.95673 -0.1 0.0 -0.1 -0.244
N 2.78494 0.81672 0.46522 0.0 -0.1 0.1 -0.842
C 1.18971 -0.80231 1.41656 -0.2 0.4 0.5 -0.051
C 0.50464 0.08014 2.23060 0.2 -0.3 -0.3 -0.550
H 2.31594 0.89689 -0.43006 0.0 0.0 0.0 0.362
H 3.76630 1.02226 0.32130 -0.1 0.0 0.0 0.354
H 3.27757 -0.69518 1.81264 0.0 0.0 -0.1 0.191
H 2.86723 -1.31704 0.21364 0.0 0.1 0.0 0.173
H 0.91714 -1.84993 1.46363 0.0 0.0 0.0 0.202
H 0.90556 1.06657 2.42345 0.0 0.0 0.0 0.215
H -0.31281 -0.26213 2.85215 0.0 0.0 0.0 0.203
```
Forces are in eV/Å.

=====

6.
DFT (the ωB97M-V functional and the def2-TZVPD basis) results for C7H15NO as an isolated structure at a distorted geometry.

Molecular weight: 129.20 g/mol
Charge: 0
E_LUMO: 0.82 eV
Gap between HOMO and LUMO: 0.2900 Eh
Total energy: -11035.7770 eV
Spin multiplicity: 1
Energy relative to the best compared isomer or geometry (same formula, charge and spin): 472.54 kJ/mol
Strongest force on any atom: 6.24 eV/A
Highest occupied orbital energy: -0.260 Eh

Structure (XYZ):
```
24
Properties=species:S:1:pos:R:3:forces:R:3:nbo_charge:R:1
C 0.86448 0.37825 0.42899 4.5 -1.3 0.2 0.401
C -1.47398 -0.24100 -0.47728 2.3 -1.8 -0.1 -0.207
C 0.37020 -0.81652 -0.15227 -6.1 1.3 -0.9 -0.408
C 1.03168 1.62753 -0.38108 0.7 -0.3 0.0 -0.701
C -2.15211 0.64291 0.54546 0.1 0.0 0.2 -0.640
C -2.17749 -1.57010 -0.64907 -0.4 0.1 -0.1 -0.624
C 2.74223 -0.58119 0.34996 -0.3 2.5 0.2 0.051
O 0.63524 0.53649 1.76092 -0.5 0.0 0.5 -0.704
N 3.48070 -0.08944 -0.54488 0.0 0.2 0.2 -0.703
H 0.30209 1.42142 1.94852 0.2 0.0 -0.1 0.482
H -1.36323 0.27487 -1.43254 -0.1 0.0 0.0 0.183
H 4.47960 -0.31749 -0.47449 -0.3 -0.5 -0.2 0.337
H 0.69509 -1.01884 -1.16169 0.2 -0.2 0.1 0.231
H 0.23915 -1.65118 0.52452 0.3 -0.1 -0.1 0.224
H 3.16154 -1.25251 1.12614 -0.6 0.0 0.0 0.143
H 0.38315 2.43328 -0.03532 0.0 0.0 0.1 0.212
H 2.09127 1.90600 -0.30003 -0.3 0.2 0.0 0.264
H 0.84952 1.45197 -1.43830 -0.1 -0.1 0.0 0.235
H -2.08178 0.21316 1.54757 0.0 0.1 0.0 0.213
H -1.75192 1.65876 0.55111 0.1 0.0 0.1 0.195
H -3.22174 0.75016 0.32458 0.1 -0.1 -0.1 0.211
H -3.22070 -1.43575 -0.95954 0.0 -0.1 0.0 0.198
H -1.68750 -2.19742 -1.39491 0.0 0.0 0.0 0.208
H -2.19549 -2.12334 0.29363 0.0 0.0 0.0 0.199
```
Forces are in eV/Å.

=====

7.
DFT (the ωB97M-V functional and the def2-TZVPD basis) results for C7H15NO as an isolated structure at a distorted geometry.

Molecular weight: 129.20 g/mol
Charge: 0
E_LUMO (alpha / beta): 0.30 / 0.30 eV
Gap between HOMO and LUMO (alpha / beta): 0.2737 / 0.2735 Eh
Total energy: -11035.4763 eV
Spin multiplicity: 1
Energy relative to the best compared isomer or geometry (same formula, charge and spin): 501.56 kJ/mol
Strongest force on any atom: 3.78 eV/A
Highest occupied orbital energy (alpha / beta): -0.263 / -0.262 Eh

Structure (XYZ):
```
24
Properties=species:S:1:pos:R:3:forces:R:3:nbo_charge:R:1
C 1.90513 1.01022 -0.84387 0.7 1.4 0.5 0.319
C -1.93039 -0.17393 -0.62619 -0.7 0.1 0.6 -0.479
C 1.76242 2.23827 -0.18108 0.9 -0.9 -1.2 -0.746
C -2.86366 -1.05986 0.20437 -0.1 0.0 -0.3 -0.599
O 2.93977 0.16824 -0.68072 -0.7 0.1 0.0 -0.643
H 3.58823 0.55338 -0.08018 0.0 0.1 0.1 0.489
H 1.22454 0.68295 -1.61270 -0.1 -0.1 0.0 0.198
H -1.38914 -0.78026 -1.35587 0.1 0.0 0.0 0.208
H -2.51405 0.56791 -1.17566 0.0 -0.1 0.0 0.224
H 1.48767 3.07415 -0.81940 -0.6 -0.1 -0.1 0.268
H 0.44447 2.20704 0.33876 -1.8 -1.1 1.1 0.361
H 2.61921 2.53698 0.42495 -0.3 -0.2 0.4 0.215
H -2.31696 -1.82977 0.74644 0.0 0.0 0.0 0.201
H -3.58223 -1.55508 -0.44993 0.0 -0.1 0.1 0.209
H -3.42101 -0.45767 0.92197 0.0 0.0 0.0 0.213
C 0.26973 -0.51459 0.93540 -1.9 0.8 -0.6 -0.514
C 0.65814 -1.80622 0.23531 0.0 0.0 0.0 -0.631
C -0.95051 0.59456 0.21851 2.8 -2.5 0.2 0.307
N -0.90277 1.79092 0.43614 1.5 2.4 -0.8 -0.629
H -0.42140 -0.75365 1.74743 0.2 -0.2 0.2 0.213
H 1.10943 -0.01768 1.41805 -0.1 0.3 -0.3 0.202
H 1.08405 -2.51342 0.95363 0.0 0.0 0.0 0.209
H -0.20235 -2.30574 -0.21076 0.0 0.0 0.0 0.201
H 1.40170 -1.65676 -0.54459 0.0 0.0 -0.1 0.205
```
Forces are in eV/Å.

=====

8.
DFT (the ωB97M-V functional and the def2-TZVPD basis) results for a 2-piece molecular cluster, C7H15NO2 overall at a distorted geometry.

Molecular weight: 145.20 g/mol
Charge: 0
E_LUMO: 0.83 eV
Gap between HOMO and LUMO: 0.3739 Eh
Total energy: -13087.1012 eV
Spin multiplicity: 1
Energy relative to the best compared isomer or geometry (same formula, charge and spin): 113.87 kJ/mol
Strongest force on any atom: 3.14 eV/A
Highest occupied orbital energy: -0.344 Eh

Structure (XYZ):
```
25
Properties=species:S:1:pos:R:3:forces:R:3:nbo_charge:R:1
C -0.86739 1.25625 1.48942 0.0 0.0 -0.1 -0.613
C -0.80819 1.19262 -0.03385 1.3 -0.2 0.2 -0.320
C -1.52092 2.37024 -0.70116 0.1 -0.4 0.2 -0.606
C 0.73824 1.24808 -0.51451 -2.7 1.6 0.5 0.467
O 1.64615 1.56024 0.20697 0.2 -0.2 0.1 -0.577
H -0.47540 2.21421 1.84102 -0.1 -0.1 0.0 0.217
H -1.89728 1.13131 1.84812 0.2 0.1 0.0 0.208
H -0.23900 0.47490 1.92658 -0.1 0.0 0.0 0.206
H -1.31674 0.28816 -0.38280 0.3 0.0 -0.1 0.215
H -1.06485 3.30769 -0.41193 0.1 0.3 0.1 0.207
H -2.57544 2.37972 -0.41694 0.1 0.0 0.0 0.217
H -1.47350 2.27234 -1.77821 0.0 0.1 -0.3 0.215
H 0.75691 1.39089 -1.60650 0.5 -0.6 -0.3 0.114
C 2.12354 -1.42034 0.51332 -0.3 -0.2 -0.2 -0.417
N 1.35898 -1.10668 -0.67589 -0.8 -0.6 -0.3 -0.628
C 0.08469 -1.57164 -1.00479 1.6 -0.6 -0.3 0.693
C -0.61700 -2.42017 0.02890 -0.5 0.4 -0.2 -0.729
O -0.34316 -1.37348 -2.12466 -0.3 0.1 0.2 -0.615
H 1.45898 -1.55555 1.35751 0.0 -0.1 0.1 0.206
H 2.77261 -0.59122 0.73879 0.2 0.4 0.1 0.229
H 2.73228 -2.31356 0.37400 0.0 -0.1 0.1 0.191
H 1.90524 -0.83259 -1.48327 -0.3 0.0 0.1 0.407
H -0.71925 -1.88698 0.97443 0.0 -0.1 0.0 0.230
H -0.05266 -3.33481 0.19777 0.1 0.0 0.1 0.237
H -1.60682 -2.67961 -0.36229 0.3 0.1 0.1 0.247
```
Forces are in eV/Å.